1.
C12H38Hg2O12 | ωB97M-V with the def2-TZVPD basis set

Values from the calculation:
* orbital gap (alpha / beta): 4.884 / 6.206 eV
* LUMO level (alpha / beta): -5.46 / -5.47 eV
* E_tot: -1689.26579 Eh

Geometry as ORCA input:
```
! wB97M-V def2-TZVPD RIJCOSX def2/J DEFGRID3
* xyz 1 2
Hg -0.82 4.21 1.44
Hg 2.34 2.00 1.83
C 0.51 3.37 5.56
C 0.10 3.73 4.13
O -0.81 4.59 3.81
O 0.69 3.26 3.15
H 1.57 3.20 5.72
H 0.06 2.45 5.93
H 0.34 4.21 6.24
C -0.76 0.28 -0.90
C -0.14 1.00 0.32
O 0.97 0.57 0.67
O -0.78 1.91 0.95
H -0.27 -0.62 -1.26
H -0.71 1.01 -1.71
H -1.77 -0.07 -0.73
C -2.48 -0.19 2.67
O -2.44 -1.40 3.40
H -3.49 0.19 2.51
H -1.87 0.57 3.16
H -1.90 -0.38 1.76
H -2.53 -2.00 2.66
C 5.18 0.45 1.64
O 3.88 0.61 1.08
H 5.58 1.38 2.03
H 5.38 -0.29 2.42
H 5.82 0.21 0.79
H 3.87 0.35 0.15
C 0.83 -3.00 -4.18
O 0.96 -4.43 -3.90
H -0.08 -2.79 -4.74
H 0.69 -2.44 -3.26
H 1.80 -2.74 -4.61
H 1.33 -4.62 -3.04
C -2.38 -2.06 -3.25
O -1.82 -1.09 -4.11
H -2.30 -3.07 -3.66
H -1.88 -1.87 -2.30
H -3.46 -2.03 -3.18
H -2.30 -1.15 -4.94
C -2.07 4.37 -1.78
O -1.39 5.07 -0.76
H -1.55 4.48 -2.73
H -2.13 3.31 -1.52
H -3.07 4.75 -2.01
H -1.31 5.94 -1.15
C 0.86 -2.92 1.62
O 0.81 -2.29 0.35
H 1.01 -3.99 1.63
H 1.68 -2.53 2.23
H -0.13 -2.89 2.09
H 0.88 -1.34 0.47
C -4.06 -2.30 0.49
O -2.99 -2.95 1.19
H -3.61 -1.80 -0.37
H -4.71 -3.08 0.09
H -4.73 -1.63 1.02
H -2.52 -3.51 0.57
C 3.38 0.09 -2.79
O 4.30 -0.05 -1.64
H 2.33 0.11 -2.50
H 3.55 1.03 -3.31
H 3.42 -0.79 -3.43
H 5.11 -0.38 -2.05
*
```

2.
C12H38N6O7 | ωB97M-V with the def2-TZVPD basis set

Values from the calculation:
* orbital gap: 9.672 eV
* SMILES: NC(N)=O.NC(N)=O.NC(N)=O.CC(C)O.CC(C)O.CC(C)O.O
* LUMO level: 0.27 eV
* E_tot: -1335.31539 Eh

Geometry as ORCA input:
```
! wB97M-V def2-TZVPD RIJCOSX def2/J DEFGRID3
* xyz 0 1
C -4.52 2.23 1.36
C -4.06 3.06 0.14
C -3.90 4.48 0.62
O -2.83 2.42 -0.29
H -3.71 2.29 2.09
H -4.81 1.24 1.18
H -5.44 2.66 1.77
H -4.74 3.00 -0.69
H -3.71 5.32 -0.08
H -3.07 4.47 1.38
H -4.84 4.64 1.14
H -2.06 2.99 -0.06
C 2.21 -2.50 2.77
C 2.98 -3.65 2.25
C 2.36 -4.39 1.08
O 4.23 -3.07 1.92
H 1.16 -2.84 2.99
H 2.16 -1.76 1.94
H 2.61 -2.06 3.65
H 3.08 -4.45 3.00
H 1.29 -4.40 1.35
H 2.85 -5.40 1.01
H 2.45 -3.76 0.20
H 4.97 -3.69 2.03
C -1.34 -1.84 0.69
C -1.18 -0.30 0.56
C -0.34 0.28 1.71
O -0.63 -0.02 -0.73
H -0.36 -2.32 0.48
H -2.05 -2.26 0.01
H -1.67 -2.11 1.75
H -2.18 0.03 0.63
H 0.69 -0.14 1.78
H -0.89 0.12 2.70
H -0.17 1.36 1.58
H 0.28 -0.41 -0.70
C 3.21 -0.60 -0.79
O 2.07 -1.04 -0.61
N 3.55 0.70 -1.05
N 4.27 -1.46 -0.93
H 4.49 0.98 -1.20
H 2.86 1.38 -0.72
H 5.12 -1.12 -0.54
H 4.04 -2.34 -0.49
C -0.79 4.41 -2.33
O 0.07 5.30 -2.43
N -2.06 4.40 -2.81
N -0.50 3.19 -1.68
H -2.74 3.73 -2.62
H -2.34 5.22 -3.30
H -1.14 2.43 -1.57
H 0.40 3.32 -1.23
C -1.64 -2.30 -3.35
O -2.39 -3.14 -3.83
N -0.27 -2.62 -2.97
N -1.95 -1.02 -3.04
H -0.06 -3.49 -3.39
H 0.39 -1.92 -3.35
H -1.59 -0.67 -2.12
H -2.93 -1.00 -3.27
O 5.41 -0.54 2.07
H 4.81 -1.27 2.31
H 4.88 0.25 2.00
*
```

3.
C12H39N8O10 | ωB97M-V with the def2-TZVPD basis set

Values from the calculation:
* orbital gap (alpha / beta): 9.183 / 3.506 eV
* LUMO level (alpha / beta): 0.16 / -5.51 eV
* E_tot: -1671.01011 Eh

Geometry as ORCA input:
```
! wB97M-V def2-TZVPD RIJCOSX def2/J DEFGRID3
* xyz 0 2
O -16.97 -25.05 -1.30
C -16.74 -25.91 -2.32
O -17.45 -26.91 -2.36
O -15.91 -25.54 -3.20
H -17.44 -25.59 -0.66
C -15.07 -22.36 -4.64
O -14.90 -21.22 -4.78
N -14.18 -23.21 -4.35
N -16.26 -22.90 -4.51
H -13.24 -22.84 -4.33
H -14.29 -24.13 -3.94
H -17.08 -22.38 -4.79
H -16.41 -23.74 -3.96
C -20.85 -25.95 -1.65
O -20.32 -25.50 -0.70
N -22.17 -25.89 -1.81
N -20.25 -26.47 -2.64
H -22.61 -26.32 -2.61
H -22.69 -25.59 -1.00
H -19.25 -26.56 -2.56
H -20.76 -26.86 -3.43
C -18.04 -28.58 0.95
O -17.70 -28.13 2.02
N -19.11 -28.16 0.30
N -17.39 -29.45 0.21
H -19.65 -27.41 0.68
H -19.12 -28.48 -0.66
H -16.54 -29.70 0.70
H -17.92 -30.10 -0.34
C -15.80 -22.60 1.23
C -15.36 -22.04 -0.12
C -14.14 -22.86 -0.75
O -12.91 -22.57 -0.08
C -11.83 -23.44 -0.43
N -16.39 -22.25 -1.08
H -15.05 -22.52 2.01
H -16.06 -23.64 1.07
H -16.71 -22.08 1.53
H -15.12 -20.98 -0.05
H -14.02 -22.52 -1.78
H -14.38 -23.91 -0.85
H -11.24 -22.74 -1.03
H -12.10 -24.26 -1.09
H -11.23 -23.61 0.46
H -16.64 -23.23 -1.09
H -16.03 -22.15 -2.02
C -18.05 -29.14 -9.48
C -18.93 -28.07 -8.74
C -18.50 -27.70 -7.25
O -19.23 -26.51 -6.83
C -18.73 -25.88 -5.68
N -18.87 -26.86 -9.59
H -17.07 -28.71 -9.67
H -18.41 -29.47 -10.46
H -17.89 -30.09 -8.97
H -19.97 -28.38 -8.75
H -17.41 -27.59 -7.22
H -18.80 -28.50 -6.58
H -17.76 -25.39 -5.75
H -18.55 -26.63 -4.90
H -19.32 -25.05 -5.28
H -18.10 -26.24 -9.37
H -19.72 -26.36 -9.39
O -14.96 -26.58 -5.57
H -15.33 -26.20 -4.77
H -15.14 -27.51 -5.50
O -17.44 -29.71 -3.06
H -17.26 -29.86 -3.99
H -17.20 -28.79 -2.91
*
```

4.
C12H39NO7 | ωB97M-V with the def2-TZVPD basis set

Values from the calculation:
* orbital gap: 10.242 eV
* SMILES: COC[C@H](C)N.CCO.CCO.CO.CO.CO.CO
* LUMO level: 0.66 eV
* E_tot: -1061.91956 Eh

Geometry as ORCA input:
```
! wB97M-V def2-TZVPD RIJCOSX def2/J DEFGRID3
* xyz 0 1
C -4.18 -1.64 -0.13
O -2.81 -1.91 0.14
H -4.60 -2.40 -0.77
H -4.75 -1.51 0.79
H -4.24 -0.70 -0.70
H -2.59 -1.45 0.97
C 0.54 -1.72 -1.48
O 0.14 -0.56 -0.72
H 1.57 -1.59 -1.82
H 0.48 -2.65 -0.91
H -0.13 -1.78 -2.35
H -0.65 -0.87 -0.26
C 1.61 2.42 -1.38
O 1.97 2.97 -2.64
H 1.00 1.52 -1.50
H 2.48 2.19 -0.76
H 0.98 3.13 -0.85
H 2.66 2.42 -3.02
C 4.30 -0.18 -3.08
O 3.39 0.73 -3.66
H 3.78 -1.07 -2.70
H 5.09 -0.51 -3.77
H 4.79 0.31 -2.24
H 2.90 0.30 -4.36
C 4.75 0.02 0.88
C 3.62 -0.37 1.79
O 3.99 -1.39 2.72
H 5.05 -0.69 0.11
H 5.63 0.36 1.45
H 4.50 0.93 0.32
H 2.76 -0.68 1.20
H 3.29 0.52 2.33
H 4.93 -1.30 2.87
C -2.85 1.43 -4.22
C -1.52 0.70 -4.31
O -0.74 1.15 -5.43
H -3.46 1.04 -3.40
H -3.40 1.26 -5.15
H -2.74 2.51 -4.16
H -1.68 -0.36 -4.44
H -0.94 0.86 -3.40
H -0.57 2.09 -5.29
C -0.68 1.30 4.18
C -1.43 0.09 3.70
C -2.83 0.02 4.28
O -3.67 -0.96 3.68
C -3.18 -2.29 3.77
N -1.62 0.12 2.21
H 0.34 1.35 3.82
H -0.62 1.30 5.27
H -1.23 2.20 3.90
H -0.93 -0.86 3.91
H -3.34 0.98 4.14
H -2.82 -0.19 5.36
H -3.87 -2.91 3.20
H -3.07 -2.60 4.81
H -2.23 -2.38 3.23
H -2.37 0.81 2.11
H -0.81 0.51 1.75
*
```

5.
C12H39O15P3 | ωB97M-V with the def2-TZVPD basis set

Values from the calculation:
* orbital gap (alpha / beta): 1.748 / 9.580 eV
* LUMO level (alpha / beta): 2.25 / 2.21 eV
* E_tot: -2633.39991 Eh

Geometry as ORCA input:
```
! wB97M-V def2-TZVPD RIJCOSX def2/J DEFGRID3
* xyz -1 2
C 1.73 -3.01 -0.54
O 2.38 -2.52 0.58
P 1.88 -2.84 2.11
O 0.51 -2.30 2.41
O 2.03 -4.43 2.29
C 3.09 -5.16 1.65
O 3.14 -2.39 3.06
C 4.49 -2.70 2.71
H 0.91 -3.71 -0.38
H 2.53 -3.47 -1.12
H 1.38 -2.16 -1.12
H 3.40 -4.73 0.70
H 2.67 -6.13 1.37
H 3.93 -5.40 2.29
H 5.10 -1.85 3.01
H 4.70 -2.77 1.64
H 4.76 -3.55 3.33
C -1.68 -3.14 -2.72
O -1.77 -2.26 -3.86
P -0.49 -2.22 -4.87
O -0.27 -3.62 -5.39
O -0.97 -1.07 -5.96
C -2.05 -1.35 -6.78
O 0.73 -1.58 -4.02
C 0.69 -0.19 -3.62
H -0.70 -3.56 -2.51
H -2.39 -3.96 -2.88
H -2.04 -2.62 -1.83
H -2.96 -1.56 -6.22
H -1.86 -2.31 -7.26
H -2.09 -0.67 -7.63
H 0.10 -0.11 -2.71
H 0.42 0.43 -4.47
H 1.68 0.19 -3.37
C 1.85 4.77 3.00
O 0.52 4.32 3.17
P -0.86 5.14 2.95
O -0.86 6.59 3.37
O -1.96 4.18 3.67
C -3.28 4.64 3.86
O -1.21 4.95 1.41
C -0.96 3.74 0.72
H 1.72 5.83 3.19
H 2.08 4.67 1.93
H 2.60 4.30 3.64
H -3.38 5.07 4.86
H -3.95 3.78 3.78
H -3.63 5.45 3.23
H -0.28 3.92 -0.11
H -1.88 3.36 0.27
H -0.52 2.97 1.35
C -4.61 0.26 0.94
O -4.20 1.51 0.37
H -4.43 -0.57 0.26
H -4.14 0.00 1.90
H -5.67 0.38 1.16
H -4.61 2.23 0.83
C -1.00 -0.24 0.53
O -1.56 -1.43 1.07
H -0.15 -0.47 -0.10
H -1.81 0.24 -0.03
H -0.59 0.36 1.35
H -0.93 -1.73 1.73
C 2.12 1.59 -0.51
O 2.78 2.67 0.15
H 1.04 1.63 -0.36
H 2.48 1.46 -1.53
H 2.57 0.67 -0.13
H 3.72 2.48 0.19
*
```

6.
C12H39O7 | ωB97M-V with the def2-TZVPD basis set

Values from the calculation:
* orbital gap: 10.723 eV
* LUMO level: -2.17 eV
* E_tot: -1006.75313 Eh

Geometry as ORCA input:
```
! wB97M-V def2-TZVPD RIJCOSX def2/J DEFGRID3
* xyz 1 1
O 28.43 43.05 6.49
H 28.10 43.87 5.89
H 29.20 42.69 5.92
H 27.57 42.51 6.75
C 32.40 42.57 6.10
O 31.45 43.56 5.83
H 32.10 41.77 5.45
H 32.18 42.28 7.07
H 33.52 42.84 5.93
H 31.73 44.54 6.09
C 29.49 40.63 3.59
O 29.54 40.89 5.07
H 30.33 40.99 3.04
H 28.67 40.76 3.08
H 29.69 39.60 3.62
H 29.76 40.16 5.56
C 30.23 43.97 2.57
O 29.63 44.64 1.56
H 31.32 44.25 2.37
H 30.32 43.02 2.49
H 29.83 44.08 3.64
H 30.26 45.16 1.21
C 24.08 42.82 4.03
C 25.02 43.87 4.74
C 24.80 44.14 6.16
O 26.27 43.14 4.56
H 24.18 42.88 3.02
H 23.14 43.14 4.15
H 23.99 41.89 4.54
H 25.12 44.69 4.10
H 24.78 43.33 6.84
H 23.77 44.68 6.27
H 25.56 44.68 6.66
H 26.60 42.97 3.68
C 27.96 46.11 8.35
C 27.88 46.72 6.95
C 28.60 48.03 6.89
O 28.30 45.91 5.91
H 27.46 46.71 9.28
H 28.94 45.62 8.58
H 27.52 45.01 8.25
H 26.88 46.87 6.75
H 29.64 48.00 6.86
H 28.29 48.67 7.66
H 28.55 48.47 5.93
H 28.05 46.22 5.00
C 26.61 39.97 6.27
C 26.02 40.47 7.54
C 25.86 39.36 8.67
O 26.83 41.47 8.06
H 25.81 39.55 5.56
H 27.40 39.23 6.64
H 27.15 40.88 5.89
H 24.87 40.80 7.56
H 26.68 38.71 8.79
H 25.05 38.85 8.30
H 25.58 39.57 9.67
H 26.27 41.86 8.82
*
```